The following is a DFT calculation (ωB97M-V/def2-TZVPD) of a cluster of 21 separate species, C61H83N21O22 in total in a non-equilibrium geometry.

Net charge: 0
Kohn-Sham gap (eV): 9.231
E_HOMO (eV): -9.38

Each line ends with the Löwdin charge.
Geometry (Å):
1 N -6.6577 -28.9626 13.1301  0.0548
2 C -5.3696 -29.3427 13.1111  -0.1538
3 C -4.3981 -28.5606 13.6696  -0.1021
4 C -4.6249 -27.3880 14.3948  -0.0666
5 C -5.9650 -27.0351 14.4909  -0.0659
6 C -6.9000 -27.8231 13.7591  -0.1561
7 H -5.0594 -30.2052 12.4688  0.1210
8 H -3.4168 -28.9337 13.5888  0.0743
9 H -3.7835 -26.7920 14.7872  0.1040
10 H -6.4157 -26.1610 14.9653  0.0951
11 H -7.9001 -27.4812 13.7509  0.0862
12 N -0.8141 -27.5811 13.5050  0.0562
13 C -0.5088 -26.9156 14.5970  -0.1639
14 C -0.7573 -25.5605 14.7084  -0.0623
15 C -1.1174 -24.8054 13.5868  -0.0679
16 C -1.2243 -25.5399 12.4209  -0.0747
17 C -1.1800 -26.9297 12.4141  -0.1531
18 H -0.0795 -27.4802 15.3799  0.0859
19 H -0.6450 -25.1229 15.6548  0.0736
20 H -1.2656 -23.7313 13.5681  0.0737
21 H -1.1974 -24.9989 11.4428  0.1145
22 H -1.4238 -27.5388 11.5037  0.1230
23 N 0.1854 -25.5159 20.2327  0.0618
24 C 0.2472 -26.2600 19.1503  -0.1783
25 C -0.8568 -26.8864 18.6046  -0.0591
26 C -2.0579 -26.7000 19.2832  -0.0800
27 C -2.1674 -25.9433 20.4551  -0.0585
28 C -0.9966 -25.2930 20.8678  -0.1248
29 H 1.2600 -26.4550 18.6469  0.1139
30 H -0.7060 -27.4716 17.7543  0.0719
31 H -2.8783 -27.2584 18.9291  0.0864
32 H -3.1910 -25.8402 20.9275  0.1253
33 H -0.9544 -24.5064 21.6284  0.0906
34 N 0.7903 -21.6506 22.5883  0.0638
35 C 1.9034 -22.4173 22.8408  -0.1292
36 C 1.8564 -23.5050 23.7048  -0.0742
37 C 0.6412 -23.7737 24.4007  -0.0614
38 C -0.4871 -23.0620 24.0073  -0.0789
39 C -0.3553 -22.0114 23.1059  -0.1843
40 H 2.8016 -22.1459 22.3314  0.0891
41 H 2.7535 -24.1518 23.8525  0.1091
42 H 0.7107 -24.4649 25.2272  0.1004
43 H -1.4113 -23.1696 24.5481  0.1002
44 H -1.2095 -21.4060 22.8591  0.0818
45 N 3.7483 -26.4746 11.9736  0.0483
46 C 3.7166 -27.0576 13.1865  -0.1324
47 C 3.3074 -26.3406 14.3305  -0.0767
48 C 2.7622 -25.0760 14.1912  -0.0873
49 C 2.6028 -24.5926 12.8999  -0.0579
50 C 3.1478 -25.3216 11.8130  -0.1510
51 H 4.0180 -28.1024 13.1506  0.1022
52 H 3.4020 -26.8235 15.2818  0.0944
53 H 2.4741 -24.6356 15.1284  0.0963
54 H 2.1016 -23.6721 12.7123  0.0725
55 H 3.0323 -24.8179 10.8385  0.1138
56 N 5.1309 -18.4511 15.0852  0.0620
57 C 4.8214 -17.9719 13.8780  -0.1617
58 C 5.5283 -18.1830 12.6788  -0.0706
59 C 6.6361 -19.0326 12.7625  -0.0516
60 C 7.0083 -19.4949 14.0535  -0.0557
61 C 6.2316 -19.1309 15.1412  -0.1967
62 H 3.8788 -17.3442 13.7670  0.1084
63 H 5.2691 -17.5999 11.8136  0.1009
64 H 7.3411 -19.3295 12.0215  0.1000
65 H 8.0112 -19.9214 14.1937  0.1109
66 H 6.6665 -19.2761 16.1236  0.1105
67 N -3.8091 -22.1080 22.1672  0.0418
68 C -4.8691 -21.4636 22.7297  -0.1466
69 C -5.4023 -20.2686 22.2492  -0.0702
70 C -4.8070 -19.6688 21.1282  -0.0700
71 C -3.6807 -20.2786 20.6193  -0.0576
72 C -3.1841 -21.4840 21.1683  -0.1611
73 H -5.2294 -21.9424 23.6434  0.0993
74 H -6.2341 -19.7697 22.7410  0.1000
75 H -5.2467 -18.7932 20.6739  0.0980
76 H -3.1073 -19.7938 19.8660  0.0824
77 H -2.3215 -22.0424 20.7344  0.1001
78 N -5.4826 -23.6137 17.3797  0.0558
79 C -6.0826 -22.4351 17.5828  -0.1566
80 C -7.1920 -22.1679 18.4128  -0.0505
81 C -7.7296 -23.2667 19.1253  -0.0376
82 C -7.0795 -24.5706 18.9606  -0.0310
83 C -5.9772 -24.6581 18.0580  -0.1527
84 H -5.5110 -21.6798 17.0616  0.0669
85 H -7.7013 -21.2105 18.3822  0.0981
86 H -8.5606 -23.1915 19.7946  0.0877
87 H -7.3537 -25.4438 19.4693  0.0698
88 H -5.5072 -25.6219 17.8903  0.0914
89 N 0.6900 -21.8880 17.4928  0.0424
90 C -0.0912 -22.5711 18.3430  -0.1571
91 C -1.3286 -23.0042 17.9434  -0.0476
92 C -1.8491 -22.5833 16.6746  -0.0403
93 C -0.9871 -21.9923 15.7557  -0.0765
94 C 0.3040 -21.6500 16.2181  -0.1150
95 H 0.3756 -22.7179 19.2806  0.0765
96 H -1.9238 -23.6139 18.6154  0.0850
97 H -2.9026 -22.7308 16.3569  0.0841
98 H -1.3572 -21.7104 14.7905  0.0708
99 H 0.9480 -21.1618 15.4570  0.0925
100 N 2.2445 -20.7284 13.1873  0.0682
101 C 1.1740 -20.9871 12.4823  -0.1846
102 C 1.2040 -21.3353 11.1327  -0.0674
103 C 2.4040 -21.3087 10.4821  -0.0550
104 C 3.5708 -21.0465 11.2277  -0.0434
105 C 3.4326 -20.7679 12.5718  -0.1634
106 H 0.2105 -20.9808 12.9827  0.0813
107 H 0.2285 -21.5445 10.6074  0.0938
108 H 2.4201 -21.6058 9.4862  0.0901
109 H 4.6041 -21.0007 10.8365  0.1112
110 H 4.2361 -20.4891 13.2459  0.0754
111 C -2.9240 -19.6881 11.9364  0.0813
112 N -2.8892 -21.1708 11.6156  -0.4052
113 O -1.9887 -21.7997 12.1589  0.0006
114 O -3.7780 -21.6515 10.9235  0.0514
115 H -3.9639 -19.4589 12.0460  0.0919
116 H -2.3598 -19.1940 11.0656  0.1306
117 H -2.4333 -19.7369 12.8957  0.0530
118 C 3.8301 -21.5236 16.6231  0.0444
119 N 4.8495 -22.2321 17.5047  -0.4223
120 O 5.4606 -21.5704 18.2966  0.0682
121 O 4.9832 -23.4510 17.3295  0.0054
122 H 3.7070 -20.4899 16.9906  0.0964
123 H 2.8940 -22.0945 16.7385  0.0538
124 H 4.1773 -21.6118 15.5654  0.0939
125 C 6.3596 -24.4357 13.7422  0.0587
126 N 6.9486 -23.3532 12.9050  -0.4412
127 O 6.3949 -23.1413 11.8374  0.0392
128 O 7.9128 -22.7230 13.2909  0.0505
129 H 6.6920 -24.2679 14.7574  0.0937
130 H 6.6033 -25.4065 13.2166  0.1306
131 H 5.3086 -24.3041 13.6022  0.0548
132 C -5.7241 -18.6161 16.2657  0.0500
133 N -5.6339 -17.5849 17.3145  -0.4417
134 O -4.7241 -17.7501 18.1040  0.0372
135 O -6.5076 -16.7539 17.4320  0.0795
136 H -5.9306 -19.4658 16.9009  0.0818
137 H -4.8031 -18.8158 15.7876  0.0459
138 H -6.5863 -18.4325 15.6136  0.1148
139 C 3.9573 -16.1841 17.5928  0.0540
140 N 3.4199 -14.8062 17.5364  -0.4401
141 O 2.2621 -14.6131 17.1995  0.0437
142 O 4.1026 -13.8619 17.8961  0.0503
143 H 4.7442 -16.1673 18.3097  0.0896
144 H 4.3882 -16.5230 16.6739  0.0664
145 H 3.0614 -16.7763 17.8249  0.0771
146 C -1.7138 -17.3650 16.2236  0.0741
147 N -1.7099 -18.4922 15.2910  -0.4027
148 O -2.7815 -19.0275 15.0455  0.0303
149 O -0.6828 -18.9241 14.8553  0.0595
150 H -0.7694 -17.4513 16.7361  0.0654
151 H -2.5894 -17.3270 16.7981  0.0677
152 H -1.6386 -16.5117 15.5353  0.1217
153 C 3.7120 -25.1105 20.1864  0.0619
154 N 3.0775 -24.2910 19.0833  -0.4201
155 O 2.8223 -23.1388 19.3930  0.0179
156 O 2.7920 -24.7675 18.0169  0.0313
157 H 3.5054 -24.6103 21.1407  0.0825
158 H 4.7611 -25.3553 19.9415  0.1080
159 H 3.1691 -26.0738 20.1951  0.0879
160 C -4.2844 -23.4614 13.7259  0.0571
161 N -5.2737 -22.4297 14.1491  -0.4089
162 O -4.8448 -21.5147 14.8598  0.0100
163 O -6.4291 -22.5808 13.8877  0.0956
164 H -3.7540 -23.7171 14.6092  0.0687
165 H -3.5839 -22.9891 13.0779  0.0457
166 H -4.7656 -24.2770 13.2396  0.0944
167 C 1.3796 -19.6673 19.6214  0.0686
168 N 0.6009 -18.9532 18.5288  -0.3819
169 O -0.5839 -19.2242 18.4102  0.0483
170 O 1.1167 -18.0612 17.8696  0.0366
171 H 1.7765 -20.5988 19.1870  0.0742
172 H 0.7141 -19.8757 20.4261  0.0689
173 H 2.1751 -19.0383 19.9229  0.0814
174 C 1.3231 -17.3536 12.7582  0.0134
175 N 0.1487 -17.4555 11.9735  -0.4407
176 O 0.1578 -18.1445 10.9740  0.0702
177 O -0.8752 -16.9750 12.4616  0.0421
178 H 1.3750 -16.3402 13.1271  0.1129
179 H 2.1287 -17.6250 12.0709  0.1061
180 H 1.1387 -18.0571 13.5250  0.0729
181 C -3.0484 -23.1256 7.9831  0.0404
182 N -1.6197 -23.2325 8.3914  -0.4139
183 O -0.8928 -23.9108 7.6865  0.0784
184 O -1.2792 -22.6224 9.4122  0.0164
185 H -3.7075 -23.5423 8.8159  0.1245
186 H -3.1788 -23.6615 7.0673  0.0825
187 H -3.2921 -22.0783 7.8709  0.0939

Atomic forces in eV per Å
0.331 0.010 -0.268
-0.501 0.116 -0.985
0.849 0.083 0.694
-0.632 0.005 -0.141
-0.723 -0.267 -1.085
1.095 0.005 1.068
-0.600 0.589 0.912
1.264 -0.143 -0.152
-0.567 -0.418 -0.063
0.659 -0.078 0.066
-1.067 0.194 -0.030
0.075 -1.485 -0.687
-0.787 0.972 -0.784
-0.171 0.406 -0.440
0.333 -1.267 0.242
0.117 0.989 -2.188
0.011 -0.002 -0.245
0.263 -0.469 0.934
0.266 0.799 1.178
0.208 -0.155 0.221
-0.663 -0.457 0.850
0.365 0.726 0.935
-0.146 1.027 0.854
1.307 -0.884 -0.761
-0.304 1.349 1.820
0.670 -0.469 0.177
-0.462 0.387 -0.255
0.387 -0.188 -0.965
-1.440 0.590 0.979
-0.309 -0.903 -1.244
-1.167 -0.337 -0.333
1.590 0.065 -0.380
-0.164 -0.614 0.062
1.944 -0.384 -0.699
-2.047 -0.175 0.424
-0.103 -0.264 0.229
1.137 0.710 -1.233
0.526 -0.230 1.270
0.062 -0.256 0.402
0.418 0.235 -0.265
-0.794 0.770 0.053
-0.564 -0.251 -0.087
-0.320 -0.236 -0.130
-0.235 0.112 -0.045
-0.285 -1.122 -0.383
-0.102 1.288 -0.138
0.523 -1.425 -1.253
0.190 -0.788 -0.284
0.495 -0.564 0.018
-0.826 1.880 1.122
0.191 0.221 0.569
-0.064 -0.037 0.477
-0.356 0.803 -0.088
-0.261 0.631 -0.134
0.474 -0.758 0.213
-1.656 1.404 -0.908
-1.584 0.825 -1.142
0.683 -0.463 1.278
0.135 -0.123 2.068
0.094 0.782 -1.148
2.448 -0.841 0.558
1.278 -0.780 0.582
-0.166 -0.236 -0.355
-0.053 0.244 -1.085
-0.777 -0.226 -0.038
-0.329 -0.485 0.247
-0.377 0.831 0.391
0.706 -0.185 -0.171
0.267 -0.067 -0.141
-0.268 -0.943 0.672
0.811 -0.518 0.350
-0.815 -0.187 -0.417
-0.227 0.177 -0.367
0.061 -0.314 -0.019
0.228 0.194 0.022
0.242 0.181 -0.783
-0.625 0.796 0.261
-0.712 -0.365 0.746
0.507 0.176 0.177
-0.130 -1.888 -0.219
2.264 -1.742 -1.134
0.903 3.456 -1.617
-1.420 0.386 0.912
-0.619 0.597 -0.040
0.322 0.010 0.263
-0.387 0.202 0.168
-0.666 -0.912 0.749
0.044 0.029 -0.004
0.551 0.599 -1.693
0.244 0.668 -2.181
-1.486 0.282 -0.746
0.308 -0.657 0.319
0.238 0.137 1.753
-0.897 -0.490 0.149
-0.011 -0.479 1.045
-0.173 0.162 -0.052
0.748 -0.217 0.641
0.074 0.191 -0.418
0.152 -0.199 1.064
0.366 0.215 0.749
-0.856 -0.613 -0.532
-1.841 0.331 -0.154
1.001 -0.202 1.542
0.600 0.273 -0.192
-0.547 0.265 0.392
0.056 0.153 0.172
1.427 0.156 0.613
0.349 -0.208 -1.745
-0.875 -0.263 -0.153
0.358 -0.295 -0.445
1.203 -1.127 -1.391
-0.457 0.119 0.030
-0.534 -0.108 -0.609
0.839 0.140 0.478
-0.420 0.514 -0.266
-0.918 -0.412 1.639
0.347 0.995 0.065
-0.050 -0.521 -0.117
-0.683 -0.789 -1.323
0.376 0.151 0.523
0.186 1.417 0.132
0.264 -0.585 -0.387
0.419 0.291 0.043
-0.151 0.248 0.931
0.503 -0.535 -1.095
-0.075 0.486 -0.857
0.077 -0.136 0.233
-0.041 -0.306 0.381
0.106 -0.482 0.073
0.084 1.032 0.995
-0.732 0.030 0.265
-1.803 -0.328 0.371
-0.099 0.069 0.248
0.438 0.352 0.203
0.134 0.031 -0.281
-0.191 -0.580 -0.211
0.954 0.270 -0.473
0.497 0.131 0.164
-1.200 -0.073 0.262
-0.676 2.047 -0.018
0.053 -1.154 -0.347
0.895 -0.739 0.027
0.283 -0.153 0.785
-0.040 0.166 -0.878
0.679 -0.163 0.112
1.871 0.959 -1.760
-1.601 -1.353 0.600
-0.352 0.248 -0.120
1.428 0.210 -0.472
-0.043 0.181 0.513
-1.033 -0.241 0.782
-0.138 0.092 0.344
-0.581 -1.239 -0.387
-0.296 0.653 1.170
0.299 0.078 0.008
0.184 -0.756 -0.113
0.468 0.038 -0.560
-0.487 0.662 0.133
0.160 0.488 -0.097
-0.232 0.783 0.016
0.830 0.246 1.342
0.072 -0.401 -0.862
-0.916 -0.123 -0.554
0.278 -0.514 0.808
0.389 0.316 -0.564
-0.490 -0.497 -0.157
-0.079 -0.450 -1.462
-0.868 0.524 0.445
0.548 -0.463 0.247
0.585 -0.650 0.325
-0.301 0.338 0.033
-0.564 -0.193 0.446
0.714 0.723 0.176
1.608 0.721 -0.863
-3.064 -0.480 -0.287
0.126 0.262 -0.232
0.459 0.039 -0.516
0.201 0.114 0.249
0.168 0.005 0.620
0.371 -0.758 1.097
-0.978 -0.352 1.523
0.270 0.271 0.536
-0.234 0.471 0.649
-0.287 -0.836 -1.352
1.097 0.524 -1.059
0.005 -0.304 -0.391
0.085 0.203 0.032